(1)
128
Properties=species:S:1:pos:R:3:forces:R:3 method="wB97M-V/def2-TZVPD" lumo_energy_ev="0.374 / 0.378" charge=0 spin_multiplicity=2
Ru -0.222 -1.409 0.466 0.1 -0.4 -0.9
I -0.230 -4.120 0.287 0.4 0.2 0.2
C -1.967 -4.562 -0.793 -0.4 0.1 -0.2
C -2.287 -5.890 -0.775 -0.2 -0.1 -0.1
C -3.485 -6.356 -1.365 0.2 0.0 0.1
C -4.351 -5.465 -1.912 -0.1 0.1 -0.1
C -4.045 -4.080 -1.953 -0.3 0.0 -0.1
C -4.979 -3.165 -2.516 0.1 -0.2 0.0
C -4.690 -1.839 -2.594 0.2 0.2 0.1
C -3.425 -1.370 -2.169 -0.3 0.0 -0.3
C -2.502 -2.221 -1.631 0.7 -0.2 -0.4
C -2.815 -3.604 -1.444 0.3 -0.1 0.3
H -1.632 -6.597 -0.283 0.0 0.0 0.0
H -3.713 -7.413 -1.349 0.0 0.0 0.0
H -5.291 -5.797 -2.335 0.0 0.0 0.0
H -5.918 -3.553 -2.891 0.0 0.0 0.0
H -5.407 -1.142 -3.009 0.0 0.0 0.0
H -3.166 -0.326 -2.287 0.0 0.0 0.0
C -5.332 4.649 -0.250 0.0 0.0 0.0
C -5.184 3.363 -1.073 0.0 0.0 0.0
C -5.048 3.730 -2.557 0.0 0.0 0.0
C -6.454 2.529 -0.905 0.0 0.0 0.0
C -3.944 2.601 -0.614 0.0 -0.1 0.1
C -3.997 1.352 -0.015 0.1 0.0 -0.1
C -2.822 0.725 0.364 -0.1 0.0 -0.2
Br -2.975 -0.955 1.206 -0.2 -0.3 0.5
C -1.526 1.238 0.164 -0.1 0.0 -0.2
O -0.452 0.607 0.557 -0.1 0.6 0.0
C -1.481 2.525 -0.444 0.0 0.1 -0.1
C -2.674 3.148 -0.788 0.0 0.1 0.0
C -0.186 3.290 -0.771 0.0 0.0 0.0
C -0.182 3.667 -2.263 0.0 0.0 0.0
C -0.137 4.576 0.066 0.0 0.0 0.0
C 1.106 2.513 -0.499 0.0 0.0 0.0
H -6.210 5.214 -0.571 0.0 0.0 0.0
H -4.457 5.292 -0.363 0.0 0.0 0.0
H -5.442 4.416 0.811 0.0 0.0 0.0
H -5.951 4.233 -2.909 0.0 0.0 0.0
H -4.896 2.835 -3.163 0.0 0.0 0.0
H -4.204 4.398 -2.731 0.0 0.0 0.0
H -7.313 3.092 -1.277 0.0 0.0 0.0
H -6.645 2.288 0.142 0.0 0.0 0.0
H -6.399 1.596 -1.467 0.0 0.0 0.0
H -4.933 0.843 0.162 0.0 0.0 0.0
H -2.610 4.133 -1.235 0.0 0.0 0.0
H -0.954 4.395 -2.510 0.0 0.0 0.0
H -0.347 2.785 -2.882 0.0 0.0 0.0
H 0.782 4.102 -2.537 0.0 0.0 0.0
H -1.005 5.212 -0.114 0.0 0.0 0.0
H 0.759 5.152 -0.175 0.0 0.0 0.0
H -0.112 4.337 1.132 0.0 0.0 0.0
H 1.153 1.588 -1.077 0.0 0.0 0.0
H 1.206 2.244 0.551 0.0 0.0 0.0
H 1.949 3.151 -0.789 0.0 0.0 0.0
C 6.191 1.247 2.561 0.0 0.0 0.0
C 6.049 -0.130 2.655 0.0 0.0 0.0
C 4.989 -0.771 2.024 0.0 0.0 0.0
C 4.058 -0.038 1.294 -0.1 0.1 0.0
C 4.208 1.343 1.200 0.0 0.0 0.1
C 5.270 1.981 1.827 0.0 0.0 0.0
As 2.522 -0.855 0.346 0.5 -0.5 0.1
C 3.601 -1.148 -1.256 0.0 0.1 0.0
C 3.982 -0.189 -2.180 0.0 0.0 0.0
C 4.830 -0.540 -3.220 0.0 -0.1 0.0
C 5.287 -1.849 -3.337 0.0 0.0 0.0
C 4.906 -2.809 -2.415 0.0 0.0 0.0
C 4.065 -2.460 -1.363 0.0 -0.1 0.1
C 3.657 -3.350 -0.257 0.2 0.0 -0.1
C 3.978 -4.701 -0.138 0.0 0.0 0.0
C 3.611 -5.400 1.000 0.0 0.0 0.0
C 2.918 -4.762 2.025 0.0 0.0 0.0
C 2.572 -3.423 1.903 0.0 0.0 -0.1
C 2.940 -2.721 0.761 0.0 0.1 0.1
H 7.016 1.744 3.055 0.0 0.0 0.0
H 6.771 -0.714 3.213 0.0 0.0 0.0
H 4.895 -1.847 2.106 0.0 0.0 0.0
H 3.491 1.932 0.641 0.0 0.0 0.0
H 5.378 3.055 1.740 0.0 0.0 0.0
H 3.631 0.833 -2.091 0.0 0.0 0.0
H 5.127 0.202 -3.949 0.0 0.0 0.0
H 5.940 -2.118 -4.157 0.0 0.0 0.0
H 5.273 -3.823 -2.511 0.0 0.0 0.0
H 4.516 -5.208 -0.930 0.0 0.0 0.0
H 3.869 -6.447 1.093 0.0 0.0 0.0
H 2.643 -5.312 2.916 0.0 0.0 0.0
H 1.996 -2.937 2.683 0.0 -0.1 0.0
C 0.473 1.994 6.061 0.0 0.0 0.0
N 0.829 1.128 4.962 -0.1 0.0 -0.2
N -0.121 0.431 4.225 0.1 -0.1 0.3
C 0.512 -0.498 3.427 0.2 0.1 0.1
O -0.071 -1.292 2.663 -0.3 -0.1 0.0
C 1.898 -0.364 3.731 0.0 -0.1 0.0
C 2.040 0.615 4.669 0.1 0.1 0.0
C 3.284 1.126 5.311 0.0 0.0 0.0
C -1.498 0.787 4.304 0.0 0.0 -0.2
C -2.271 0.355 5.373 0.0 -0.1 0.0
C -3.602 0.729 5.441 0.0 0.0 -0.1
C -4.150 1.527 4.441 0.0 -0.1 0.0
C -3.370 1.951 3.378 0.0 0.1 0.0
C -2.034 1.581 3.306 0.0 0.2 0.1
H -0.487 2.460 5.858 0.0 0.0 0.0
H 1.226 2.775 6.138 0.0 0.0 0.0
H 0.412 1.453 7.009 0.0 0.0 0.0
H 2.696 -0.944 3.314 0.0 0.0 0.0
H 4.146 0.634 4.864 0.0 0.0 0.0
H 3.290 0.933 6.385 0.0 0.0 0.0
H 3.388 2.202 5.160 0.0 0.0 0.0
H -1.828 -0.275 6.135 0.0 0.0 0.0
H -4.215 0.393 6.266 0.0 0.0 0.0
H -5.194 1.808 4.488 0.0 0.0 0.0
H -3.794 2.561 2.591 0.0 0.0 0.0
H -1.406 1.893 2.482 0.0 0.0 0.1
F 3.013 -1.971 -7.275 0.0 0.0 0.0
C 2.947 -0.808 -6.604 -0.1 -0.1 0.1
F 4.225 -0.409 -6.411 0.1 0.0 0.0
F 2.392 0.095 -7.430 0.0 0.0 0.0
C 2.191 -0.939 -5.310 0.2 0.0 -0.1
C 1.556 0.168 -4.768 0.0 0.0 0.0
C 0.893 0.049 -3.559 0.0 0.0 -0.1
C 0.850 -1.174 -2.896 -0.5 0.2 0.3
C 1.518 -2.272 -3.429 0.1 0.0 -0.2
C 2.185 -2.154 -4.637 0.0 0.0 0.1
C -0.034 -1.331 -1.744 1.1 0.0 0.1
C -1.149 -1.740 -1.386 -1.7 0.0 0.7
H 1.561 1.112 -5.297 0.0 0.0 0.0
H 0.376 0.897 -3.132 0.0 0.0 0.0
H 1.490 -3.218 -2.903 0.0 0.0 0.0
H 2.689 -3.011 -5.063 0.0 0.0 0.0

***

(2)
149
Properties=species:S:1:pos:R:3:forces:R:3 method="wB97M-V/def2-TZVPD" lumo_energy_ev=-3.937 charge=+1 spin_multiplicity=1
C 2.535 -4.000 2.232 0.3 -0.5 0.0
C 1.649 -3.951 1.431 -0.2 -0.2 -0.2
C 0.531 -3.967 0.492 0.0 0.7 0.5
C 0.347 -2.578 -0.159 0.4 -0.2 -0.4
C 0.792 -2.527 -1.648 0.0 0.3 0.2
C 1.526 -1.239 -1.858 -0.2 -0.8 -0.2
C 0.920 -0.098 -2.374 0.3 0.1 0.2
O -0.378 -0.219 -2.741 0.0 0.0 0.0
C 1.642 1.081 -2.513 -0.6 0.2 0.2
C 1.001 2.315 -3.090 0.7 -0.1 -0.5
C 1.406 2.491 -4.574 0.1 -0.2 0.2
C 1.491 1.178 -5.333 -0.2 0.5 -0.6
O 2.814 0.695 -5.234 -0.1 -0.4 0.4
C 2.930 -0.640 -5.733 0.4 0.5 0.1
N 2.934 1.107 -2.115 0.4 -0.2 -0.2
C 3.746 2.344 -2.186 -0.4 0.4 0.3
C 3.568 3.214 -0.920 0.0 -0.3 -0.6
C 4.741 3.197 0.057 -0.3 0.5 0.8
F 5.906 2.914 -0.567 0.0 -0.2 -0.4
Br 4.942 5.010 0.767 0.0 -0.2 0.0
C 4.529 2.189 1.269 1.0 -0.1 0.0
F 3.460 1.402 1.039 -0.2 0.0 -0.1
F 4.312 2.833 2.408 -0.4 0.0 0.1
Br 6.067 1.039 1.575 -0.2 0.1 0.1
C 3.544 0.007 -1.634 0.8 0.0 0.3
O 4.835 0.078 -1.251 -0.9 0.2 0.5
N 5.784 -0.641 -2.188 0.9 0.0 -0.8
O 5.495 -0.514 -3.284 -0.1 -0.3 0.3
C 2.857 -1.173 -1.495 -0.6 0.4 -0.3
F 3.462 -2.235 -0.998 0.2 0.0 0.0
H 3.335 -4.298 2.861 0.1 0.3 0.2
H -0.356 -4.196 1.076 -0.2 -0.3 -0.2
H 0.717 -4.752 -0.234 -0.3 -0.1 -0.2
H -0.668 -2.197 -0.079 -0.2 -0.2 0.0
H 0.977 -1.885 0.394 -0.1 0.1 0.2
H -0.060 -2.597 -2.312 -0.1 -0.1 -0.1
H 1.483 -3.332 -1.878 0.0 -0.2 0.1
H -0.882 0.576 -2.538 -0.1 0.0 -0.1
H 1.286 3.180 -2.497 -0.2 0.2 0.0
H -0.079 2.232 -3.066 -0.1 0.0 0.2
H 2.393 2.938 -4.661 0.1 0.1 0.0
H 0.723 3.172 -5.072 -0.2 0.1 0.1
H 1.250 1.389 -6.380 0.1 -0.1 -0.1
H 0.750 0.447 -4.997 0.0 -0.1 0.2
H 3.915 -0.717 -6.182 0.0 -0.1 -0.2
H 2.160 -0.817 -6.478 0.0 -0.2 -0.2
H 2.880 -1.375 -4.926 -0.3 0.0 0.1
H 3.396 2.923 -3.024 -0.1 -0.1 -0.2
H 4.774 2.093 -2.396 0.1 -0.1 0.1
H 3.399 4.232 -1.246 0.2 0.2 0.0
H 2.649 2.913 -0.428 0.0 0.0 0.3
C -5.575 -1.194 -2.586 0.1 0.0 0.1
C -5.568 -1.496 -1.230 0.0 0.0 -0.4
C -4.638 -2.390 -0.725 -0.1 0.0 0.2
C -3.723 -2.963 -1.588 -0.1 0.1 -0.1
C -3.719 -2.679 -2.945 0.1 0.0 -0.2
C -4.654 -1.789 -3.443 0.0 0.1 0.1
N -2.721 -3.887 -1.047 0.0 0.0 0.0
O -2.749 -4.121 0.145 0.0 0.0 0.0
O -1.901 -4.359 -1.815 0.1 0.0 0.0
H -6.300 -0.494 -2.978 0.0 0.0 0.0
H -6.285 -1.041 -0.571 -0.1 0.0 0.1
H -4.631 -2.630 0.329 0.1 -0.1 0.0
H -3.000 -3.143 -3.604 0.0 -0.1 0.1
H -4.668 -1.555 -4.498 0.0 0.0 0.0
C -2.006 0.828 4.144 0.0 0.0 0.0
C -2.286 1.025 2.797 0.0 0.0 0.1
C -3.505 0.627 2.275 0.1 0.1 -0.2
C -4.431 0.040 3.120 0.2 0.1 0.1
C -4.168 -0.171 4.460 -0.1 -0.1 0.2
C -2.944 0.227 4.972 0.1 0.1 0.0
N -5.737 -0.360 2.576 0.0 0.0 0.0
O -5.927 -0.186 1.384 0.0 0.1 0.2
O -6.545 -0.840 3.338 0.0 0.0 0.0
H -1.055 1.147 4.551 0.0 0.0 0.0
H -1.553 1.493 2.154 0.0 0.0 0.0
H -3.731 0.778 1.230 -0.1 0.0 0.0
H -4.902 -0.636 5.102 -0.1 0.0 -0.1
H -2.726 0.073 6.019 0.0 0.0 0.0
C -7.103 5.181 6.458 0.0 0.0 0.0
C -7.187 3.872 5.999 0.0 0.1 0.0
C -6.335 2.905 6.504 -0.1 -0.1 -0.1
C -5.411 3.268 7.467 -0.1 0.1 0.0
C -5.308 4.566 7.932 0.1 0.2 0.1
C -6.163 5.527 7.420 -0.1 0.0 -0.1
N -4.519 2.241 8.021 -0.1 0.3 0.0
O -4.619 1.111 7.579 0.1 -0.1 0.0
O -3.734 2.575 8.886 0.0 0.1 -0.2
H -7.775 5.933 6.065 0.0 0.0 0.0
H -7.920 3.605 5.250 0.0 0.0 0.0
H -6.396 1.886 6.151 0.1 0.0 0.1
H -4.578 4.829 8.683 0.0 -0.1 0.0
H -6.099 6.546 7.774 0.0 0.0 0.0
C 8.830 1.242 -8.691 0.0 0.0 0.0
C 7.759 1.904 -8.104 0.1 -0.1 0.0
C 6.462 1.487 -8.358 0.0 0.2 0.1
C 6.261 0.407 -9.198 0.2 0.1 0.0
C 7.314 -0.260 -9.797 0.1 -0.2 -0.1
C 8.607 0.165 -9.538 0.0 0.1 0.1
N 4.888 -0.052 -9.457 -0.1 0.0 -0.1
O 3.977 0.563 -8.932 0.0 0.0 0.1
O 4.741 -1.019 -10.172 0.0 0.0 0.0
H 9.841 1.568 -8.488 0.0 0.0 0.0
H 7.935 2.745 -7.448 0.0 0.0 0.0
H 5.625 1.998 -7.907 -0.1 -0.1 -0.1
H 7.135 -1.098 -10.453 -0.1 0.0 0.0
H 9.442 -0.346 -9.997 0.0 0.0 0.0
C -9.236 -6.443 -3.332 0.0 0.0 0.0
C -7.961 -6.078 -3.744 -0.1 0.0 0.0
C -7.696 -4.766 -4.101 0.2 -0.1 0.0
C -8.719 -3.838 -4.035 0.0 -0.2 0.0
C -9.996 -4.183 -3.633 -0.2 0.0 0.1
C -10.252 -5.498 -3.280 0.1 -0.1 0.0
N -8.437 -2.441 -4.392 0.0 0.0 0.0
O -7.309 -2.169 -4.760 0.0 0.0 -0.1
O -9.337 -1.635 -4.292 0.0 0.0 0.0
H -9.439 -7.467 -3.050 0.0 0.0 0.0
H -7.172 -6.816 -3.785 0.0 0.0 0.0
H -6.707 -4.476 -4.423 0.0 0.1 0.0
H -10.781 -3.443 -3.592 0.1 0.1 0.0
H -11.244 -5.784 -2.962 0.0 0.0 0.0
C -3.594 -0.108 10.446 0.0 -0.2 0.1
C -2.497 -0.047 11.297 -0.1 0.0 0.0
C -2.443 -0.851 12.424 0.2 0.1 0.0
C -3.495 -1.711 12.680 0.0 0.1 -0.1
C -4.598 -1.784 11.851 -0.2 -0.1 -0.1
C -4.643 -0.974 10.727 0.1 0.0 0.0
N -3.432 -2.583 13.865 0.0 0.0 0.1
O -2.460 -2.484 14.586 0.0 0.0 0.0
O -4.355 -3.350 14.049 0.0 0.0 0.0
H -3.629 0.514 9.567 0.1 -0.1 0.1
H -1.681 0.628 11.079 0.0 0.0 0.0
H -1.593 -0.807 13.088 -0.1 -0.1 0.1
H -5.410 -2.460 12.073 0.1 0.0 0.1
H -5.499 -1.019 10.066 0.0 0.0 0.0
C 10.225 1.000 -0.503 0.0 0.0 0.0
C 11.458 1.435 -0.973 -0.1 0.0 0.0
C 11.620 2.747 -1.390 0.2 -0.1 0.0
C 10.539 3.605 -1.325 0.0 -0.1 0.1
C 9.304 3.191 -0.864 -0.2 0.0 0.1
C 9.149 1.877 -0.452 0.1 -0.1 -0.1
N 10.706 5.005 -1.751 0.0 0.1 0.0
O 11.792 5.339 -2.171 0.0 0.0 0.0
O 9.742 5.739 -1.656 0.0 0.0 0.0
H 10.104 -0.024 -0.173 0.0 0.0 0.0
H 12.295 0.752 -1.012 0.0 0.0 0.0
H 12.575 3.090 -1.758 0.0 0.1 0.0
H 8.472 3.878 -0.824 0.1 0.1 0.0
H 8.186 1.547 -0.090 0.1 0.0 0.0

***

(3)
98
Properties=species:S:1:pos:R:3:forces:R:3 method="wB97M-V/def2-TZVPD" lumo_energy_ev="0.200 / 0.197" charge=0 spin_multiplicity=4
V -0.351 -0.350 0.273 0.4 0.5 0.0
C -2.279 0.683 2.811 0.0 0.0 0.0
P -0.631 1.273 2.194 -0.2 0.2 0.6
C 0.433 1.074 3.671 0.0 -0.1 -0.1
C 0.278 -0.069 4.454 0.0 -0.1 0.0
C 1.130 -0.313 5.522 0.0 0.1 0.0
C 2.155 0.577 5.817 0.0 0.0 -0.1
C 2.313 1.723 5.048 -0.1 -0.1 0.0
C 1.454 1.969 3.982 0.0 0.1 0.1
C -0.922 3.079 2.159 0.0 0.1 0.0
C -1.165 3.799 3.330 0.0 0.0 0.0
C -1.473 5.150 3.278 0.0 0.0 -0.1
C -1.543 5.805 2.052 0.0 -0.1 0.0
C -1.300 5.101 0.882 0.0 -0.1 0.0
C -0.991 3.744 0.938 0.0 0.1 0.1
C -2.507 -0.752 2.441 0.1 0.0 -0.3
C -3.308 -1.710 3.022 0.0 -0.1 0.0
C -3.233 -2.860 2.188 -0.1 0.0 0.1
C -2.387 -2.539 1.151 0.3 0.3 -0.2
C -1.896 -3.352 -0.026 0.0 0.2 0.2
P -1.278 -2.090 -1.216 -0.6 -0.5 -0.4
C -2.932 -1.658 -1.943 0.0 -0.1 0.0
C -3.667 -0.584 -1.444 0.0 0.0 0.1
C -4.961 -0.334 -1.887 0.1 0.0 0.0
C -5.550 -1.161 -2.832 0.0 0.0 0.0
C -4.842 -2.252 -3.319 0.0 0.1 0.1
C -3.553 -2.500 -2.871 0.1 0.0 0.0
C -0.431 -2.977 -2.578 0.1 -0.2 0.2
C 0.511 -3.948 -2.223 0.0 0.0 -0.1
C 1.259 -4.592 -3.200 0.0 0.0 0.1
C 1.098 -4.267 -4.541 0.0 0.0 0.0
C 0.181 -3.290 -4.901 0.0 0.0 0.1
C -0.575 -2.650 -3.925 -0.1 0.1 -0.1
N -1.934 -1.244 1.292 -0.5 -0.1 0.3
H -3.015 1.341 2.338 0.0 0.0 0.0
H -2.345 0.848 3.888 0.0 0.0 0.0
H -0.502 -0.783 4.215 0.0 0.0 0.0
H 0.996 -1.206 6.119 0.0 0.0 0.0
H 2.825 0.380 6.645 0.0 0.0 0.0
H 3.101 2.430 5.277 0.0 0.0 0.0
H 1.566 2.884 3.410 0.0 0.0 0.0
H -1.108 3.299 4.289 0.0 0.0 0.0
H -1.662 5.693 4.196 0.0 0.0 0.0
H -1.786 6.859 2.014 0.0 0.0 0.0
H -1.350 5.607 -0.075 0.0 0.0 0.0
H -0.811 3.187 0.030 0.0 0.0 -0.1
H -3.884 -1.596 3.930 0.0 0.0 0.0
H -3.729 -3.808 2.335 0.0 0.0 0.0
H -2.695 -3.923 -0.499 0.0 -0.1 0.0
H -1.082 -4.014 0.257 0.1 0.0 0.0
H -3.245 0.047 -0.675 0.0 0.0 0.0
H -5.515 0.501 -1.474 0.0 0.0 0.0
H -6.561 -0.970 -3.171 0.0 0.0 0.0
H -5.298 -2.922 -4.038 0.0 0.0 0.0
H -3.027 -3.368 -3.249 0.0 0.0 0.0
H 0.676 -4.172 -1.177 0.0 0.0 0.0
H 1.977 -5.348 -2.906 0.0 0.0 0.0
H 1.682 -4.774 -5.300 0.0 0.0 0.0
H 0.046 -3.029 -5.943 0.0 0.0 0.0
H -1.301 -1.900 -4.225 0.0 -0.1 0.0
C 4.684 1.518 1.588 0.2 0.0 0.0
C 3.309 1.500 0.976 -0.3 -0.2 0.2
O 3.210 0.344 0.128 0.3 0.4 -0.2
P 1.897 0.060 -0.757 -0.1 -1.0 0.0
O 2.149 0.870 -2.141 0.1 0.5 -0.3
C 2.119 2.301 -2.130 -0.1 0.0 0.0
C 3.503 2.850 -2.381 0.1 0.1 0.0
O 2.234 -1.395 -1.308 -0.2 0.2 0.1
C 3.527 -1.876 -1.712 -0.1 0.1 0.0
C 4.142 -2.664 -0.585 0.2 -0.1 0.0
H 4.799 2.400 2.221 0.0 0.0 0.0
H 5.453 1.542 0.813 0.0 0.0 0.0
H 4.840 0.629 2.200 0.0 0.0 0.0
H 3.127 2.411 0.404 0.0 0.0 0.0
H 2.544 1.421 1.750 0.0 0.0 0.0
H 1.708 2.673 -1.183 0.0 0.0 0.0
H 1.433 2.623 -2.915 0.0 0.0 -0.1
H 4.196 2.509 -1.610 0.0 0.0 0.0
H 3.489 3.943 -2.382 0.0 0.0 0.0
H 3.878 2.509 -3.347 0.0 0.0 0.0
H 4.152 -1.039 -2.031 0.0 0.0 0.1
H 3.333 -2.507 -2.579 0.0 0.0 0.0
H 4.236 -2.048 0.311 0.0 0.0 -0.1
H 5.138 -3.002 -0.884 0.0 0.0 0.0
H 3.528 -3.533 -0.341 0.0 0.1 0.0
O 0.991 -3.358 0.867 0.0 -0.1 -0.1
C 1.257 -2.490 1.688 -0.3 0.7 -0.3
O 0.938 -1.239 1.623 0.2 -0.8 0.0
H 1.836 -2.763 2.581 0.1 0.0 0.2
C -1.940 2.749 -2.652 0.0 0.0 -0.1
C -1.287 1.450 -2.270 -0.3 -0.2 0.1
N -0.868 0.645 -3.252 0.4 0.1 -0.2
O -1.191 1.142 -1.082 0.0 0.2 0.2
H -2.239 2.784 -3.700 0.0 0.0 0.0
H -1.235 3.560 -2.458 0.0 0.0 0.0
H -2.813 2.898 -2.019 0.0 0.0 0.0
H -0.861 0.975 -4.201 -0.1 0.0 0.0
H -0.271 -0.147 -3.038 -0.1 0.1 0.1